# 1
16
Properties=species:S:1:pos:R:3:forces:R:3 method="wB97M-V/def2-TZVPD" e_tot_ev=-63986.657 fmax_ev_per_a=2.9 gap_ev=6.4 total_charge=+1 homo_energy_ev=-12.743 lumo_energy_ev=-6.37
C 1.077358 -1.021377 0.579554 0.26 1.37 -1.68
C 0.392002 -0.689182 1.702773 -1.23 -0.01 1.74
C 0.591839 -0.531685 -0.711848 -0.10 -1.56 -0.07
C -0.934835 -0.192058 1.612944 0.96 2.14 0.85
C -0.800228 -0.124909 -0.773446 2.27 0.91 -1.49
C -1.479031 0.089419 0.357782 -1.59 -1.20 0.23
P 1.655358 1.310248 -0.633222 -1.02 0.34 -0.81
S -3.192549 0.384745 0.198419 -0.86 0.41 1.70
Cl -3.475672 0.755843 -1.714094 -0.23 0.22 -0.76
Cl 1.372184 1.760285 -2.654303 0.39 -0.36 1.09
Cl 3.569817 0.754693 -0.467623 0.09 -0.16 -0.37
H 2.116571 -1.302675 0.595500 0.03 -0.53 0.28
H 0.854352 -0.792402 2.694241 -0.32 -0.09 -0.50
H 1.008291 -1.076013 -1.597740 -0.24 0.87 0.58
H -1.449500 0.366234 2.455305 0.67 -1.52 -0.53
H -1.305957 0.308833 -1.644241 0.93 -0.82 -0.28

# 2
18
Properties=species:S:1:pos:R:3:forces:R:3 method="wB97M-V/def2-TZVPD" e_tot_ev=-64543.781 fmax_ev_per_a=4.5 gap_ev=10.7 total_charge=0 homo_energy_ev=-10.136 lumo_energy_ev=0.61
C -0.979697 0.755303 0.514160 -4.52 -0.09 -0.28
C -1.576238 -0.734589 0.447185 2.19 0.96 -0.09
C 0.502620 0.704395 0.451477 1.44 -1.57 -0.82
C -0.539059 -1.458084 -0.382676 -1.42 -1.34 -2.55
C 0.882430 -1.225326 0.040834 -0.43 4.28 -0.86
C 1.236893 1.578725 -0.668560 -0.57 -0.21 2.18
F 1.003615 0.901576 1.720861 -0.10 0.05 -1.23
F -0.750411 -2.836165 -0.533763 -0.12 1.56 0.32
F -0.723281 -0.915918 -1.714898 0.62 -0.76 1.71
Cl 1.373878 -1.932583 1.489500 0.08 -0.54 0.68
Cl 2.017316 -1.454506 -1.308746 -0.39 -0.06 0.64
Cl 2.917902 1.577045 -0.186282 0.79 -0.28 -0.53
Cl 0.727405 3.281552 -0.617273 -0.61 0.20 0.06
H -1.515254 1.146605 -0.418328 1.47 0.25 1.13
H -1.492340 1.344054 1.426729 1.74 -1.29 -1.97
H -1.555860 -1.186288 1.387140 -0.11 -0.71 1.78
H -2.565609 -0.818188 0.044311 -0.32 0.10 -0.43
H 1.035696 1.272384 -1.691677 0.25 -0.55 0.27

# 3
17
Properties=species:S:1:pos:R:3:forces:R:3 method="wB97M-V/def2-TZVPD" e_tot_ev=-39182.510 relative_energy_kcal_mol=138.7 fmax_ev_per_a=1.5 gap_ev="8.1 / 7.7" total_charge=0 homo_energy_ev="-9.453 / -9.176" lumo_energy_ev="-1.36 / -1.47"
C 0.312094 -1.671707 0.774001 0.17 0.22 0.57
C 0.562782 -0.194192 0.906234 0.72 -0.40 -0.55
C -0.004546 -2.252570 -0.354832 0.09 -0.80 -0.01
C -0.937894 0.900254 -1.458253 -0.82 -0.26 1.21
C 1.263142 0.423157 -0.328401 -0.16 0.26 -0.05
C 0.403005 1.436430 -1.096863 0.80 -0.13 -0.37
O -2.611866 1.803534 0.573209 0.09 0.33 0.10
O -0.660364 0.494490 1.247673 -0.92 0.49 0.07
F -0.274038 -3.521986 -0.568989 0.04 0.63 -0.02
F 0.307756 2.588178 -0.301393 0.07 0.48 0.24
S -1.708062 0.820815 0.098318 0.26 -0.69 -0.88
Cl -2.809571 -0.888441 0.033646 -0.10 0.08 0.00
H 0.353885 -2.247604 1.700964 -0.14 -0.13 -0.26
H 1.170796 -0.027031 1.798945 -0.16 0.01 -0.18
H 2.157518 0.956494 -0.005156 0.04 -0.06 -0.06
H 1.549022 -0.374495 -1.011335 0.07 0.09 0.01
H 0.926346 1.754681 -2.007766 -0.07 -0.13 0.17